(1)
Computed, not measured: a cluster of 2 separate species, ClH3O3P in total at a distorted geometry, with ωB97M-V/def2-TZVPD.

Its lowest unoccupied orbital energy (alpha / beta) is -5.976 / -11.970 eV. The value obtained for the HOMO energy (alpha / beta) is -0.4827 / -0.5395 Eh. As for the orbital gap (alpha / beta): 7.16 / 2.71 eV. As for the expectation value of S²: 2.007.

Structure (ORCA input):
```
! RIJCOSX wB97M-V def2-TZVPD def2/J DEFGRID3
* xyz 1 3
O 2.946 0.025 -0.702
O 1.114 -1.119 0.702
O 0.856 1.403 0.188
P 1.713 0.109 -0.011
Cl -3.781 0.558 -0.064
H -4.009 -0.329 -1.007
H 1.290 -2.097 0.522
H -0.129 1.451 0.374
*
```

(2)
Computed, not measured: a cluster of 6 separate species, C18H45NO11 in total at a distorted geometry, with ωB97M-V/def2-TZVPD.

Its lowest unoccupied orbital energy (alpha / beta) is -2.407 / -6.853 eV. The value obtained for the HOMO energy (alpha / beta) is -0.4433 / -0.4432 Eh. As for the orbital gap (alpha / beta): 9.65 / 5.21 eV. As for the expectation value of S²: 0.757.

Structure (ORCA input):
```
! RIJCOSX wB97M-V def2-TZVPD def2/J DEFGRID3
* xyz 1 2
C 3.509 0.937 -3.639
C 2.361 1.367 -4.529
C 1.001 1.143 -3.798
C 0.893 2.074 -2.572
N -0.528 1.973 -1.887
C -1.049 0.532 -1.656
C -1.969 0.259 -2.818
C -2.521 1.532 -3.495
C -1.684 2.589 -2.792
C -0.450 2.692 -0.503
H 4.432 0.992 -4.217
H 3.419 -0.056 -3.200
H 3.527 1.583 -2.761
H 2.369 0.643 -5.343
H 2.487 2.245 -5.162
H 0.967 0.075 -3.581
H 0.228 1.314 -4.548
H 1.186 3.092 -2.830
H 1.568 1.783 -1.768
H -1.582 0.322 -0.729
H -0.145 -0.076 -1.640
H -2.751 -0.458 -2.564
H -1.340 -0.214 -3.572
H -3.569 1.550 -3.195
H -2.479 1.623 -4.581
H -2.240 3.329 -2.217
H -1.185 3.119 -3.604
H -0.156 3.703 -0.787
H 0.299 2.191 0.109
H -1.441 2.768 -0.054
O -0.032 -1.437 0.342
C -0.643 -1.178 1.432
O -0.120 -0.369 2.141
O -1.649 -1.715 1.856
H 0.704 -0.881 0.607
C -0.282 -4.921 1.431
C 1.230 -5.042 1.789
O 1.702 -3.846 2.342
O -1.100 -4.719 2.580
H -0.618 -5.898 1.083
H -0.527 -4.266 0.595
H 1.575 -5.162 0.762
H 1.362 -5.874 2.481
H 1.359 -3.714 3.228
H -1.693 -4.019 2.295
C -4.981 -1.712 0.110
C -4.388 -2.686 -0.857
O -2.994 -2.633 -0.663
O -4.616 -0.372 -0.126
H -4.525 -1.885 1.085
H -6.064 -1.834 0.081
H -4.541 -2.361 -1.887
H -4.800 -3.653 -0.568
H -2.623 -2.283 0.151
H -4.047 -0.091 0.595
C 0.986 3.581 3.334
C -0.520 2.951 3.188
O -0.855 2.223 4.302
O 1.003 4.824 3.887
H 1.516 3.776 2.402
H 1.623 2.908 3.907
H -0.306 2.172 2.456
H -1.248 3.654 2.783
H -0.480 2.707 5.041
H 1.072 4.598 4.818
C 3.528 -1.175 2.550
C 3.920 0.286 2.168
O 4.225 0.873 3.450
O 3.285 -1.937 1.392
H 2.713 -1.294 3.264
H 4.367 -1.689 3.018
H 3.171 0.954 1.744
H 4.849 0.296 1.596
H 3.481 0.942 4.053
H 2.828 -2.726 1.692
*
```

(3)
Computed, not measured: a structure of composition C20H17N8PPtS2 at a distorted geometry, with ωB97M-V/def2-TZVPD.

Its lowest unoccupied orbital energy is -0.217 eV. The value obtained for the HOMO energy is -0.2461 Eh. As for the orbital gap: 6.48 eV.

Structure (ORCA input):
```
! RIJCOSX wB97M-V def2-TZVPD def2/J DEFGRID3
* xyz 0 1
Pt 1.389 1.181 -0.682
C -0.817 1.138 4.499
N 0.195 1.086 3.455
C 1.548 1.028 3.655
C 2.123 1.006 2.420
N 1.140 1.054 1.474
C -0.021 1.100 2.113
P -1.686 1.059 1.383
C -1.413 2.365 0.156
N -0.367 2.522 -0.634
C -0.614 3.611 -1.418
C -1.827 4.135 -1.085
N -2.327 3.345 -0.086
C -3.594 3.545 0.601
C -1.508 -0.402 0.322
N -0.489 -0.649 -0.460
C -0.746 -1.836 -1.073
C -1.951 -2.324 -0.638
N -2.437 -1.407 0.253
C -3.685 -1.508 0.992
H -0.319 1.186 5.463
H -1.450 0.253 4.473
H -1.442 2.021 4.385
H 1.980 0.996 4.641
H 3.161 0.943 2.145
H 0.097 3.947 -2.153
H -2.362 4.986 -1.467
H -4.037 4.473 0.251
H -3.440 3.610 1.676
H -4.283 2.728 0.395
H -0.057 -2.276 -1.779
H -2.488 -3.225 -0.882
H -4.196 -2.418 0.693
H -4.331 -0.658 0.779
H -3.498 -1.548 2.064
S 1.670 0.717 -2.944
C 2.462 -0.836 -2.674
C 2.274 -1.888 -3.561
C 2.855 -3.134 -3.340
C 2.542 -4.226 -4.223
N 2.257 -5.090 -4.926
C 3.696 -3.314 -2.235
C 3.928 -2.244 -1.377
C 3.293 -1.023 -1.560
S 3.520 0.314 -0.441
C 4.286 -4.597 -1.963
N 4.747 -5.626 -1.737
H 1.630 -1.747 -4.420
H 4.594 -2.370 -0.533
*
```

(4)
Computed, not measured: a structure of composition C3H4N4 at a distorted geometry, with ωB97M-V/def2-TZVPD.

Its lowest unoccupied orbital energy is -0.201 eV. The value obtained for the HOMO energy is -0.3634 Eh. As for the orbital gap: 9.69 eV.

Structure (ORCA input):
```
! RIJCOSX wB97M-V def2-TZVPD def2/J DEFGRID3
* xyz 0 1
C -0.337 0.321 0.001
C 0.891 1.181 -0.042
C 0.182 -0.921 -0.200
H -1.640 -1.034 0.887
H 1.166 2.329 0.075
H 2.100 -1.606 0.259
H -0.358 -1.775 -0.377
N -2.487 -0.361 0.193
N -1.750 0.677 -0.217
N 1.936 0.344 0.221
N 1.490 -0.860 -0.111
*
```